{"formula": "C15H48O9", "method": "ωB97M-V/def2-TZVPD", "homo_energy_ev": [-11.577, -11.577], "energy_ha": -1277.02476, "total_charge": 1, "multiplicity": 2, "max_force_ev_per_a": 3.94, "lumo_energy_ha": [-0.101, -0.340], "de_lowest_kcal_mol": 40.6, "symbols": ["O", "H", "H", "O", "H", "H", "O", "H", "H", "O", "H", "H", "C", "C", "C", "O", "H", "H", "H", "H", "H", "H", "H", "H", "C", "C", "C", "O", "H", "H", "H", "H", "H", "H", "H", "H", "C", "C", "C", "O", "H", "H", "H", "H", "H", "H", "H", "H", "C", "C", "C", "O", "H", "H", "H", "H", "H", "H", "H", "H", "C", "C", "C", "O", "H", "H", "H", "H", "H", "H", "H", "H"], "positions_angstrom": [[1.03738, -4.83790, 2.58209], [1.11481, -4.84890, 3.53610], [0.27274, -4.28851, 2.40971], [3.20312, 0.71067, 3.25595], [2.73031, 0.01540, 2.79849], [3.00274, 0.56862, 4.18110], [-1.36049, -2.81066, 2.21420], [-2.12155, -2.75829, 2.79238], [-1.46388, -3.64488, 1.75637], [3.05268, -5.46580, 0.95918], [3.52218, -4.65597, 0.75922], [2.22001, -5.17490, 1.33102], [-2.25178, 2.41015, -3.08441], [-1.86147, 1.41045, -4.11928], [-1.27261, 0.05828, -3.61817], [-3.01843, 1.06294, -4.81557], [-2.86383, 3.22561, -3.46982], [-1.33182, 2.76964, -2.62339], [-2.74374, 1.79566, -2.33044], [-1.10390, 1.79500, -4.80216], [-2.01483, -0.58084, -3.13990], [-0.40919, 0.15207, -2.95953], [-1.01683, -0.57883, -4.46479], [-3.09966, 1.73529, -5.49597], [2.28984, 5.53460, 3.04914], [2.09495, 3.98595, 3.11585], [0.70456, 3.47561, 2.79523], [3.02480, 3.38562, 2.25136], [1.33070, 5.91961, 3.39544], [2.44050, 5.88444, 2.02786], [3.05323, 6.02833, 3.65046], [2.30092, 3.63289, 4.12630], [0.44164, 4.00032, 1.87673], [-0.02614, 3.76762, 3.54949], [0.70909, 2.40160, 2.60927], [3.10425, 2.46046, 2.49504], [1.96838, -1.42136, 0.31054], [1.12134, -0.35406, 1.13905], [-0.19050, -0.03052, 0.44400], [1.03465, -0.90381, 2.45609], [1.63591, -2.45523, 0.21745], [3.02970, -1.53962, 0.52894], [2.05900, -1.19390, -0.75160], [1.75893, 0.52093, 1.26530], [0.04356, 0.60188, -0.41238], [-0.91548, 0.52527, 1.03863], [-0.58645, -1.01314, 0.18753], [0.32164, -1.54623, 2.43334], [-4.31771, 3.55885, 0.57867], [-3.97221, 2.31443, 1.35181], [-3.68571, 2.57493, 2.83808], [-4.91790, 1.29691, 1.07749], [-3.59858, 4.35964, 0.75094], [-5.29145, 4.00222, 0.78688], [-4.44374, 3.35859, -0.48534], [-3.06107, 1.85050, 0.97408], [-3.37265, 3.60349, 3.01740], [-2.94977, 1.93494, 3.32481], [-4.50497, 2.29632, 3.50089], [-4.54002, 0.70292, 0.42482], [2.16609, -5.63264, -3.61209], [2.58477, -4.13258, -3.83301], [1.40522, -3.30379, -4.45283], [2.74162, -3.60728, -2.53471], [2.46726, -6.32671, -4.39673], [1.07937, -5.64359, -3.52842], [2.56596, -6.13812, -2.73307], [3.47630, -3.94445, -4.43126], [1.17079, -3.63107, -5.46576], [1.62012, -2.25657, -4.66556], [0.47239, -3.20014, -3.89860], [1.93490, -3.76833, -2.03988]], "forces_ev_per_a": [[-0.383, 0.080, -0.035], [0.187, -0.122, 0.258], [-0.131, 0.250, 0.122], [0.378, 1.294, -0.164], [-0.375, -0.632, -0.056], [0.010, -0.135, 0.308], [0.455, 0.133, -0.028], [-0.258, 0.078, 0.254], [-0.258, -0.220, -0.344], [0.434, -0.211, -0.506], [0.234, 0.100, -0.135], [-0.225, -0.029, 0.399], [1.019, -0.582, 1.078], [0.992, -1.443, -0.123], [-0.392, 0.136, -0.041], [-0.656, -0.191, -1.131], [0.054, -0.156, 0.103], [-0.042, 0.479, 0.164], [-0.576, 0.519, 0.234], [0.051, 0.344, -0.183], [-0.344, 0.445, 0.475], [0.040, 0.138, -0.045], [0.380, 0.403, -0.267], [-0.505, -0.110, -0.227], [-1.350, -0.619, -0.129], [2.817, 2.723, -0.438], [-1.282, -0.338, -1.072], [-0.849, 1.746, 0.510], [0.030, 0.352, -0.058], [-0.110, -0.255, -0.118], [0.230, -0.795, 0.220], [0.193, -0.650, 0.543], [-0.105, -0.140, -0.175], [0.404, -0.154, 0.261], [-0.164, 0.006, 0.212], [0.250, -2.545, 0.489], [0.205, 0.680, -1.289], [1.715, -1.953, -0.628], [0.538, -0.227, 0.386], [-0.516, 0.808, 0.102], [-0.844, 0.026, 0.856], [-0.011, 0.427, 0.930], [-0.370, 0.671, -0.244], [-0.113, 0.281, -0.277], [-0.168, -0.395, -0.316], [0.098, -0.126, 0.335], [-0.495, 0.336, -0.458], [-0.244, -0.454, 0.219], [-0.425, 0.695, -0.470], [1.021, -0.569, -0.113], [-0.551, -0.524, 0.729], [-0.849, -0.310, 0.731], [0.205, -0.064, -0.216], [-0.146, -0.284, 0.775], [0.608, -0.166, -0.117], [0.626, 0.712, -0.316], [-0.242, 0.033, -0.016], [0.659, -0.225, -0.713], [-0.709, 0.642, -0.334], [-0.138, 0.050, 0.026], [0.223, 0.140, -0.966], [-2.683, -0.272, 0.661], [0.496, 0.102, -1.413], [1.279, 0.926, 0.850], [-0.241, 0.289, -0.493], [-0.068, -0.190, -0.051], [0.267, 0.749, 0.330], [0.124, -0.269, 0.373], [-0.268, -0.564, 0.007], [0.863, 0.152, 0.412], [0.064, -0.837, 0.450], [-0.064, -0.187, -0.094]]}